This record from OMol25 describes a cluster of 20 separate species, C47H99F7O34 in total. The level of theory is ωB97M-V with the def2-TZVPD basis set.

The calculation puts the HOMO energy at -9.69 eV. For the total energy, the calculation gives -5107.4278 Ha.

Cartesian coordinates (Å):
C1 14.67172 13.33750 9.10070
C2 15.23874 12.02778 8.47834
O1 16.09135 11.28646 9.32903
H1 14.02082 13.21468 9.94951
H2 14.15269 13.97281 8.35873
H3 15.48124 13.97186 9.45758
H4 15.80398 12.25624 7.56704
H5 14.40082 11.45713 8.07854
H6 15.54972 10.71116 9.91129
C3 15.39556 5.90011 12.82946
C4 15.91726 7.18672 13.38856
O2 17.08904 7.10871 14.28738
H7 14.59341 5.93976 12.12743
H8 15.09132 5.22140 13.63001
H9 16.27402 5.42590 12.41963
H10 15.21403 7.81063 13.99265
H11 16.23964 7.86560 12.65913
H12 16.88923 6.49918 15.01997
C5 13.24622 9.32872 9.18825
C6 12.00297 8.63787 9.87351
O3 12.17912 7.99836 11.16257
H13 13.27016 10.32853 9.61774
H14 13.22353 9.36474 8.09599
H15 14.13794 8.77794 9.49332
H16 11.57653 7.77682 9.34660
H17 11.21426 9.33517 9.84167
H18 12.59891 8.69971 11.69960
C7 20.14134 6.19914 10.58607
C8 19.57844 5.85961 11.98877
O4 19.49579 7.10086 12.74089
H19 21.19959 6.50415 10.56896
H20 19.52837 7.08895 10.16359
H21 20.12908 5.38446 9.84237
H22 20.14730 5.04196 12.43884
H23 18.51877 5.43339 11.87640
H24 18.86301 7.05288 13.49448
C9 12.73792 14.97092 12.35286
C10 12.38116 15.90014 13.53065
O5 11.00204 15.82633 13.88458
H25 13.79284 15.05147 12.18497
H26 12.14532 15.23204 11.42000
H27 12.59265 13.91468 12.47501
H28 12.73597 16.86448 13.32794
H29 12.91873 15.45877 14.39368
H30 10.51439 16.17763 13.11486
C11 19.23222 15.12308 23.15261
C12 17.98532 14.85991 22.36181
O6 17.69473 15.90008 21.41810
H31 19.04621 15.89361 23.89929
H32 20.03867 15.41883 22.48644
H33 19.61100 14.16405 23.61250
H34 17.12529 14.67764 23.11560
H35 18.14233 13.90909 21.82056
H36 16.76553 16.05701 21.48764
C13 13.72506 8.01254 17.31357
C14 14.88963 9.03270 17.33804
O7 14.97754 9.65557 16.08857
H37 12.71773 8.41504 17.13040
H38 13.75715 7.41442 18.22488
H39 13.86880 7.29877 16.51832
H40 15.75048 8.43709 17.56857
H41 14.68885 9.75940 18.13684
H42 15.87945 9.90472 15.99424
C15 17.85390 10.95553 11.82887
C16 19.18475 10.70306 12.59331
O8 20.05551 9.89225 11.81988
H43 17.07731 11.35292 12.53225
H44 17.40940 10.03805 11.48656
H45 17.84997 11.62844 10.95626
H46 19.00896 10.18089 13.56617
H47 19.69120 11.70126 12.74519
H48 19.89334 8.99204 12.06176
C17 14.01236 11.82588 20.65653
C18 13.27739 11.83702 19.28885
O9 12.60551 13.05906 19.20430
H49 14.49877 10.85991 20.87573
H50 13.22957 11.86358 21.42373
H51 14.72873 12.64130 20.74629
H52 12.55458 11.00001 19.24089
H53 13.99524 11.72929 18.47853
H54 12.76988 13.46456 18.32102
C19 14.75838 16.45555 19.39266
C20 13.95481 16.23188 20.69554
O10 14.81192 15.88875 21.82366
H55 15.52106 17.21480 19.62514
H56 14.15998 16.76748 18.55988
H57 15.30013 15.49926 19.13008
H58 13.18698 15.44254 20.53080
H59 13.32458 17.15434 20.89214
H60 14.46312 16.32127 22.65118
C21 9.54209 16.54058 17.52800
C22 10.87535 15.89656 17.10169
O11 10.71873 14.61207 16.53921
H61 9.16214 16.01684 18.39915
H62 8.82102 16.57046 16.71970
H63 9.80136 17.61388 17.76162
H64 11.54132 15.86141 17.94828
H65 11.43061 16.58049 16.40049
H66 10.54486 14.71678 15.59194
C23 18.72222 18.20095 19.76917
C24 19.16730 17.26474 18.64572
O12 18.15626 16.24192 18.41316
H67 19.01716 17.81029 20.74762
H68 17.65734 18.50861 19.73136
H69 19.36131 19.12605 19.55812
H70 20.13809 16.88091 18.82759
H71 19.29034 17.78723 17.69516
H72 18.04172 15.85614 19.29430
C25 20.06083 9.07980 15.97170
C26 18.78550 9.24209 16.64383
O13 17.72621 9.57382 15.73184
H73 19.97174 8.18421 15.34930
H74 20.92833 8.89320 16.66189
H75 20.21962 9.94684 15.35659
H76 18.82154 10.11015 17.33603
H77 18.44031 8.34801 17.24873
H78 17.37439 8.79138 15.29410
C27 20.85464 17.05412 14.28442
C28 21.93926 16.42162 13.40574
O14 22.19403 15.27610 14.08741
C29 21.78178 15.31222 15.38316
O15 22.05324 14.43288 16.12150
O16 21.07578 16.42949 15.58074
F1 23.07669 17.26547 13.30869
H79 19.83691 16.81761 13.92738
H80 20.90411 18.13007 14.46852
H81 21.73579 16.10506 12.38264
C30 18.44623 14.83119 10.01545
C31 19.63234 14.18228 10.73763
O17 19.29587 14.27492 12.09604
C32 18.29153 15.24436 12.20870
O18 18.00213 15.68257 13.30902
O19 17.82188 15.58735 11.06264
F2 20.83457 14.91104 10.53862
H82 17.73241 14.04583 9.74110
H83 18.63005 15.55068 9.21512
H84 19.84578 13.14888 10.48495
C33 15.89528 12.24767 14.83504
C34 16.08300 13.69132 14.28926
O20 15.04381 14.42221 14.86065
C35 14.41626 13.72790 15.82155
O21 13.55736 14.26152 16.47926
O22 14.78532 12.45383 15.84360
F3 15.88494 13.66664 12.94457
H85 16.72050 11.79030 15.42710
H86 15.49765 11.49044 14.16960
H87 17.01115 14.18389 14.52663
C36 9.43894 12.59568 18.37626
C37 8.75657 11.82756 19.44622
O23 8.79921 10.47357 19.07021
C38 9.42190 10.37542 17.85296
O24 9.59988 9.38269 17.24506
O25 9.76986 11.63256 17.39708
F4 7.40291 12.16974 19.54345
H88 10.30835 13.09001 18.68726
H89 8.78350 13.27551 17.83895
H90 9.15091 11.79536 20.48008
C39 19.82958 13.66799 18.03727
C40 19.04433 13.65359 16.73095
O26 17.70850 13.57130 17.08825
C41 17.58501 13.45200 18.51326
O27 16.57750 13.27266 19.11597
O28 18.84648 13.38603 19.03678
F5 19.27888 12.52573 15.99785
H91 20.23141 14.62030 18.29593
H92 20.54696 12.87064 18.16369
H93 19.30464 14.45893 16.04461
C42 15.94429 18.79488 16.25117
C43 16.26018 17.96719 14.91426
O29 17.62839 18.20105 14.76672
C44 18.17974 19.00863 15.68283
O30 19.34864 19.17790 15.88536
O31 17.11403 19.58209 16.34391
F6 15.57012 18.53682 13.85007
H94 15.66512 18.18105 17.12123
H95 15.12066 19.46426 16.11841
H96 16.10290 16.89724 14.76013
C45 11.62836 11.68336 15.10575
C46 10.70464 10.66811 14.44608
O32 11.50955 9.92596 13.60232
C47 12.65049 10.66881 13.35702
O33 13.43126 10.35466 12.52762
O34 12.68423 11.77542 14.05843
F7 9.78378 11.40377 13.65486
H97 12.07391 11.26142 16.01258
H98 11.21230 12.65792 15.24153
H99 10.16934 9.97438 15.12608